Record 1
A structure of composition C34H42N4P2Zr at a distorted geometry, computed with ωB97M-V/def2-TZVPD.

```
83
Properties=species:S:1:pos:R:3:forces:R:3
Zr 0.591 -1.457 0.681 -1.9 -3.0 1.6
C 3.000 3.164 -2.725 0.3 0.5 0.4
C 2.173 3.804 -1.890 0.7 0.2 -0.4
C 0.848 4.384 -2.286 -0.2 0.2 -0.1
C -0.010 3.601 -3.320 -0.5 0.5 -0.5
C -0.005 2.095 -3.308 -0.5 -0.5 -0.5
C 0.973 1.316 -3.795 -0.6 0.6 -0.6
C 1.970 1.906 -4.752 0.8 -0.2 0.1
C 2.808 3.088 -4.210 0.3 0.0 -0.4
C 0.363 -3.614 0.245 0.6 0.3 0.0
H 3.968 2.794 -2.355 -0.4 0.3 0.0
H 2.530 4.078 -0.886 -0.1 -0.3 -0.3
H 1.026 5.381 -2.729 -0.1 -0.2 0.3
H 0.247 4.570 -1.379 0.2 0.0 -0.2
H -1.051 3.909 -3.138 0.3 0.1 -0.2
H 0.239 3.988 -4.324 -0.1 -0.3 0.3
H -1.004 1.638 -3.179 0.9 0.0 0.5
H 0.940 0.230 -3.713 -0.4 0.1 -0.2
H 1.430 2.301 -5.629 0.0 -0.4 0.2
H 2.640 1.114 -5.120 -0.2 0.3 0.1
H 3.807 2.992 -4.650 -0.2 0.2 0.0
H 2.384 4.031 -4.597 0.2 -0.3 0.3
H 1.149 -4.205 0.769 -0.4 0.2 -0.3
H 0.325 -3.894 -0.821 0.1 0.0 0.3
H -0.589 -3.923 0.708 0.1 0.1 0.0
P -1.412 -0.360 -0.603 -4.3 -0.8 -4.0
P -0.289 1.020 1.866 2.5 2.3 0.8
N -1.499 -0.928 -2.347 1.2 0.7 1.5
N -3.075 -0.824 -0.233 1.4 0.0 0.1
N 1.462 0.963 1.160 0.9 -1.2 -0.6
N 0.244 2.065 3.115 -1.0 -0.7 0.3
C -1.504 1.444 -0.615 0.2 0.5 0.3
C -1.078 2.144 0.689 -0.2 0.0 -0.1
C -0.634 -1.927 -2.815 -0.5 -0.3 -0.5
C -1.108 -2.396 -4.029 0.4 0.4 0.9
C -2.271 -1.633 -4.360 0.3 0.7 1.3
C -2.472 -0.721 -3.328 -0.1 -0.6 -0.3
C -3.448 -2.177 -0.185 -1.0 0.4 0.6
C -4.743 -2.245 0.294 1.0 0.5 -0.2
C -5.194 -0.901 0.538 1.3 0.1 -0.5
C -4.161 -0.047 0.187 -0.5 -0.5 0.6
C 2.315 -0.207 1.312 0.1 1.1 -0.5
C 2.856 -0.495 0.035 1.1 1.6 0.4
C 2.613 0.654 -0.781 -0.3 -1.0 -0.1
C 1.760 1.492 -0.084 -0.3 -1.0 0.7
C 1.291 3.006 3.132 0.1 0.0 1.1
C 1.554 3.318 4.459 -1.0 -0.8 -1.1
C 0.630 2.566 5.273 -0.5 -0.4 -0.9
C -0.175 1.821 4.433 1.0 0.6 0.4
H -2.495 1.785 -0.948 0.4 -0.2 -0.1
H -0.763 1.743 -1.364 -0.2 -0.2 -0.1
H -0.383 2.952 0.461 -0.2 0.2 0.1
H -1.937 2.598 1.210 0.3 -0.3 0.0
H 0.231 -2.219 -2.229 -0.2 -0.1 -0.2
H -0.673 -3.209 -4.598 -0.1 0.2 0.1
H -2.885 -1.756 -5.240 0.0 0.2 0.1
H -3.231 0.044 -3.211 0.1 -0.2 0.0
H -2.773 -2.943 -0.529 0.0 -0.1 0.0
H -5.304 -3.150 0.467 0.0 0.0 -0.1
H -6.158 -0.625 0.931 0.0 0.1 -0.1
H -4.106 1.035 0.194 -0.1 -0.3 0.1
H 2.644 -0.564 2.284 -0.3 0.0 -0.2
H 3.477 -1.348 -0.240 0.1 0.3 0.3
H 3.016 0.857 -1.771 -0.3 -0.2 0.3
H 1.406 2.473 -0.352 -0.3 -0.3 -0.3
H 1.757 3.339 2.213 -0.1 0.0 0.3
H 2.303 4.001 4.821 0.0 0.0 -0.1
H 0.584 2.554 6.346 -0.1 0.1 0.1
H -0.996 1.134 4.599 0.2 0.1 0.2
C 0.300 -1.930 2.969 0.0 0.1 -0.1
C 0.282 -3.294 3.620 0.1 -0.2 -0.3
C 1.492 -3.965 3.877 -0.4 -0.3 -0.2
C 1.489 -5.284 4.340 -0.2 0.0 0.1
C 0.270 -5.928 4.611 0.2 0.3 -0.1
C -0.935 -5.220 4.471 0.2 -0.2 0.1
C -0.931 -3.913 3.985 0.5 0.0 -0.3
H 1.136 -1.356 3.404 -0.4 0.0 0.1
H -0.637 -1.416 3.231 0.2 0.0 -0.1
H 2.441 -3.463 3.679 -0.2 -0.1 0.0
H 2.440 -5.809 4.504 -0.5 0.3 -0.1
H 0.270 -6.972 4.936 -0.1 0.5 0.0
H -1.877 -5.704 4.750 0.4 0.2 -0.2
H -1.867 -3.370 3.866 0.1 -0.1 0.0
```
Positions in Å, forces in eV/Å.

Output
Charge: +2
Relative energy (zero: lowest compared OMol25 entry of this formula, charge and spin): 0.0 kcal/mol
Maximum force: 0.1149 hartree/bohr
E_HOMO: -13.15 eV
Spin multiplicity: 1

Record 2
A structure of composition C34H42N5O2PdS, computed with ωB97M-V/def2-TZVPD.

```
85
Properties=species:S:1:pos:R:3:forces:R:3
Pd 0.313 -0.788 -0.816 0.1 0.5 -0.3
C 2.843 -2.352 0.626 -0.1 0.1 0.0
N 1.476 -2.905 0.569 0.2 -0.2 0.0
C 1.114 -3.404 1.892 0.0 0.1 -0.1
C 1.352 -3.877 -0.465 0.1 0.2 0.1
C 1.304 -5.237 -0.209 0.0 -0.2 0.0
C 1.217 -6.164 -1.242 0.0 0.1 0.1
C 1.161 -5.731 -2.559 0.0 -0.1 0.0
C 1.217 -4.382 -2.837 0.0 0.1 0.0
C 1.320 -3.426 -1.808 0.1 -0.2 -0.2
N 1.305 -2.073 -2.063 -0.1 -0.2 0.2
C 1.791 -1.583 -3.258 0.1 0.0 -0.2
C 2.879 -2.160 -3.934 0.0 -0.1 0.0
C 3.310 -1.650 -5.141 0.1 0.0 -0.1
C 2.670 -0.552 -5.702 -0.1 0.0 0.1
C 1.627 0.062 -5.018 0.1 0.0 -0.1
C 1.204 -0.421 -3.792 -0.1 0.1 0.1
N 0.143 0.207 -3.048 0.0 -0.2 0.1
C -1.170 -0.322 -3.469 0.0 0.0 0.0
C 0.158 1.666 -3.178 0.0 0.1 0.0
H 3.564 -3.125 0.923 0.0 0.0 0.0
H 2.866 -1.549 1.361 0.0 0.0 0.0
H 3.135 -1.948 -0.339 0.0 0.0 0.0
H 1.869 -4.090 2.296 0.0 -0.1 0.0
H 0.153 -3.913 1.854 0.0 0.0 0.0
H 1.041 -2.560 2.574 0.0 0.1 0.0
H 1.349 -5.602 0.808 0.0 0.0 0.0
H 1.200 -7.221 -1.010 0.0 0.0 0.0
H 1.059 -6.446 -3.366 0.0 0.0 0.0
H 1.130 -4.042 -3.859 0.0 0.0 0.0
H 3.404 -2.989 -3.480 -0.1 0.0 0.0
H 4.151 -2.105 -5.648 0.0 0.0 0.0
H 2.990 -0.159 -6.658 0.0 0.0 0.0
H 1.143 0.927 -5.452 0.0 0.0 0.0
H -1.380 -0.059 -4.514 0.0 0.0 0.0
H -1.942 0.099 -2.829 0.0 0.0 0.0
H -1.179 -1.406 -3.373 0.0 0.0 0.0
H -0.253 2.000 -4.138 0.1 0.0 0.0
H 1.177 2.035 -3.080 0.0 0.0 0.0
H -0.457 2.086 -2.390 0.0 0.0 0.1
O -1.455 1.000 -0.636 0.2 0.1 0.2
S -1.983 1.758 0.548 -0.2 0.2 -0.1
C -3.171 2.917 -0.151 -0.1 -0.1 0.2
C -4.097 3.512 0.696 0.0 -0.1 0.0
C -5.004 4.425 0.179 0.0 0.0 0.0
C -4.999 4.712 -1.180 0.0 0.0 0.0
C -4.097 4.077 -2.023 0.0 0.0 0.0
C -3.178 3.172 -1.510 0.1 0.0 -0.1
C -0.764 2.993 1.063 0.1 -0.2 0.1
C -1.053 3.775 2.173 -0.1 0.0 0.0
C -0.127 4.712 2.607 0.0 0.0 0.0
C 1.084 4.850 1.940 0.0 0.0 0.0
C 1.380 4.029 0.862 0.0 0.0 0.0
C 0.458 3.087 0.426 0.0 0.0 0.0
H -4.118 3.257 1.750 0.0 0.0 0.0
H -5.718 4.903 0.836 0.0 0.0 0.0
H -5.704 5.427 -1.583 0.0 0.0 0.0
H -4.106 4.283 -3.086 0.0 0.0 0.0
H -2.475 2.663 -2.158 -0.1 0.0 0.1
H -1.998 3.665 2.692 0.0 0.0 0.0
H -0.350 5.331 3.466 0.0 0.0 0.0
H 1.797 5.596 2.269 0.0 0.0 0.0
H 2.336 4.115 0.360 0.0 0.0 0.0
H 0.696 2.409 -0.379 0.0 -0.1 -0.2
C 2.045 1.040 3.366 0.0 0.0 -0.1
N 0.836 0.281 3.641 0.0 0.0 0.1
C 0.500 0.060 5.041 -0.1 0.0 -0.1
C -1.004 0.097 5.205 0.0 0.0 0.0
C -1.590 -0.961 4.299 0.1 0.0 0.0
N -1.097 -0.817 2.934 0.1 0.0 0.0
C -1.862 -1.562 1.954 0.0 0.1 0.0
C 0.067 -0.175 2.614 0.2 0.2 -0.2
O 0.444 0.024 1.439 -0.5 -0.4 0.3
H 1.936 2.072 3.707 0.0 0.0 0.0
H 2.230 1.046 2.298 0.0 0.0 0.0
H 2.896 0.586 3.878 0.0 0.0 0.0
H 0.980 0.840 5.629 0.0 0.0 0.0
H 0.892 -0.905 5.381 0.1 0.0 0.0
H -1.371 1.087 4.924 0.0 0.0 0.0
H -1.293 -0.095 6.238 0.0 0.0 0.0
H -2.679 -0.887 4.270 0.0 0.0 0.0
H -1.339 -1.957 4.683 0.0 0.0 0.0
H -2.850 -1.116 1.818 0.0 0.0 0.0
H -1.993 -2.590 2.297 0.0 0.0 0.0
H -1.355 -1.577 0.999 0.1 0.0 -0.2
```
Positions in Å, forces in eV/Å.

Output
Charge: +1
Maximum force: 0.0124 hartree/bohr
E_HOMO (spin up / spin down): -10.15 / -10.62 eV
Spin multiplicity: 3

Record 3
A cluster of 5 separate species, C34H43BF4N2O6S2 in total at a distorted geometry, computed with ωB97M-V/def2-TZVPD.

```
92
Properties=species:S:1:pos:R:3:forces:R:3
C -2.896 -2.467 2.014 0.6 0.7 0.2
C -1.873 -1.639 2.922 0.7 -1.2 -0.2
C -0.488 -1.392 2.217 -0.4 0.4 -0.8
C -0.213 0.140 1.872 -0.6 -2.3 1.7
O 0.197 0.161 0.514 0.0 0.8 -0.2
C 0.654 1.393 0.027 1.2 0.2 1.3
B 0.398 2.720 0.920 -0.4 1.5 1.7
N -0.778 3.601 0.722 1.1 -1.2 0.0
O 1.298 3.117 1.929 -0.7 -0.8 -1.8
O -0.074 1.612 -1.232 2.1 0.1 -1.0
S 0.868 2.250 -2.416 -1.8 3.5 -4.6
O 1.378 3.614 -2.142 -0.4 -2.7 1.3
O 0.027 2.297 -3.643 1.3 -1.2 2.8
C 2.294 1.096 -2.748 0.3 -1.3 1.4
N 3.482 1.822 -3.172 -1.2 -0.4 0.2
C 2.472 0.274 -1.406 -1.2 0.4 -0.2
O 3.692 -0.426 -1.346 -0.4 0.0 -0.7
C 3.422 -1.834 -1.147 1.0 -0.3 1.6
C 4.741 -2.584 -0.735 -1.1 0.2 0.1
C 2.211 1.259 -0.199 1.2 -0.9 -0.2
S 3.048 0.506 1.294 0.0 0.5 0.0
H -2.450 -2.763 1.039 -0.1 0.2 0.6
H -3.772 -1.829 1.782 0.2 -0.7 0.2
H -3.169 -3.400 2.547 -0.2 0.7 -0.4
H -2.307 -0.699 3.308 0.2 -0.5 -0.4
H -1.673 -2.282 3.807 -0.2 0.6 -0.4
H 0.376 -1.821 2.770 -0.6 0.4 -0.1
H -0.521 -1.942 1.246 0.2 0.5 0.6
H -1.185 0.649 2.079 0.8 0.2 -0.5
H 0.577 0.439 2.599 -0.5 0.5 -0.9
H -0.513 4.413 0.170 -0.4 0.1 0.1
H -1.539 3.099 0.280 0.1 0.4 -0.4
H 0.973 3.945 2.295 -0.1 0.1 0.2
H 1.948 0.369 -3.511 0.1 0.9 0.2
H 4.125 1.087 -3.464 0.2 0.4 0.2
H 3.847 2.313 -2.359 0.3 0.0 -0.3
H 1.655 -0.489 -1.416 0.3 0.7 0.2
H 2.908 -2.287 -2.012 0.4 0.4 0.3
H 2.774 -1.876 -0.237 0.1 -0.3 -0.8
H 5.005 -2.296 0.308 0.1 0.1 -0.9
H 5.568 -2.417 -1.447 -0.4 -0.1 0.4
H 4.480 -3.659 -0.672 0.4 0.6 -0.3
H 2.714 2.247 -0.317 -0.6 -0.6 -0.2
H 4.314 1.038 1.164 -1.0 -0.2 -0.2
F 2.754 -4.448 -1.834 -0.2 -0.3 -0.1
C 2.182 -5.575 -1.362 -0.3 -0.5 0.2
C 2.422 -5.960 -0.055 0.1 0.2 0.1
C 1.828 -7.118 0.431 -0.1 0.0 -0.3
C 1.012 -7.881 -0.397 0.0 0.0 0.0
C 0.785 -7.483 -1.710 0.1 0.1 0.2
C 1.368 -6.320 -2.195 0.0 0.1 -0.2
H 3.066 -5.358 0.573 0.0 0.0 0.0
H 2.002 -7.426 1.454 0.0 0.0 0.0
H 0.554 -8.785 -0.018 0.0 0.0 0.0
H 0.152 -8.079 -2.355 0.0 0.0 0.0
H 1.195 -5.991 -3.212 0.0 0.0 0.0
F 6.808 3.410 -4.672 0.1 -0.1 0.1
C 6.099 4.052 -5.620 -0.3 0.3 -0.5
C 4.769 3.723 -5.809 0.0 -0.2 0.1
C 4.038 4.388 -6.784 0.3 0.1 -0.1
C 4.646 5.366 -7.564 0.0 0.0 0.0
C 5.985 5.683 -7.365 -0.2 -0.1 0.1
C 6.717 5.027 -6.384 0.2 0.0 0.1
H 4.315 2.953 -5.198 0.0 0.1 0.0
H 2.994 4.144 -6.936 0.0 0.0 0.0
H 4.075 5.882 -8.326 0.0 0.0 0.0
H 6.459 6.442 -7.975 0.0 0.0 0.0
H 7.758 5.266 -6.209 0.0 0.0 0.0
F -4.133 -1.871 4.458 -0.2 -0.1 0.2
C -4.741 -1.249 5.483 -0.3 0.3 0.5
C -4.725 -1.825 6.741 0.1 -0.2 0.0
C -5.350 -1.169 7.794 -0.1 0.2 -0.2
C -5.990 0.047 7.574 0.0 0.0 0.1
C -6.001 0.610 6.302 0.1 -0.3 0.2
C -5.368 -0.040 5.251 -0.2 0.1 -0.1
H -4.228 -2.775 6.890 0.0 0.0 0.0
H -5.339 -1.605 8.785 0.0 0.0 0.0
H -6.480 0.555 8.396 0.0 0.0 0.0
H -6.503 1.554 6.130 0.0 0.0 0.0
H -5.357 0.381 4.257 0.0 -0.1 0.2
F -4.283 1.170 2.776 0.2 0.1 -0.2
C -4.967 1.590 1.691 -0.3 0.2 -0.5
C -6.350 1.578 1.713 0.0 -0.1 0.2
C -7.049 2.016 0.595 0.3 0.0 -0.1
C -6.358 2.449 -0.531 -0.1 0.0 0.0
C -4.968 2.450 -0.540 -0.2 0.0 0.1
C -4.268 2.023 0.581 0.2 0.0 0.0
H -6.871 1.230 2.596 0.0 0.0 0.0
H -8.131 2.018 0.602 0.0 0.0 0.0
H -6.905 2.785 -1.403 0.0 0.0 0.0
H -4.430 2.783 -1.418 0.0 0.0 0.0
H -3.186 2.023 0.597 -0.1 -0.1 0.1
```
Positions in Å, forces in eV/Å.

Output
Maximum force: 0.1177 hartree/bohr
E_HOMO: -9.03 eV
Spin multiplicity: 1

Look up the spin multiplicity of the first one. 1

Number 1 is which compound? C34H42N4P2Zr

Which value of maximum force does entry 2 give? 0.0124 hartree/bohr

What is the spin multiplicity in the third record? 1